Run a
{
  "formula": "C4H10O3",
  "method": "ωB97M-V/def2-TZVPD",
  "orbital_gap_ev": 9.822,
  "homo_energy_ev": -9.677,
  "lumo_ev": 0.15,
  "symbols": ["C", "C", "O", "O", "H", "H", "H", "H", "C", "C", "O", "H", "H", "H", "H", "H", "H"],
  "coordinates": [[1.499, 1.074, -1.291], [-0.614, -0.166, -1.223], [0.859, -0.202, -1.192], [-1.191, -1.212, -1.445], [-0.945, 0.823, -1.573], [2.394, 1.045, -0.668], [1.799, 1.271, -2.323], [0.922, 1.930, -0.935], [0.860, -0.885, 0.963], [-1.771, -0.110, 1.287], [-0.606, 0.287, 0.600], [-2.264, -0.927, 0.750], [-1.512, -0.450, 2.299], [1.899, -0.901, 0.659], [0.784, -0.523, 1.980], [0.332, -1.798, 0.718], [-2.446, 0.745, 1.395]]
}

***

Run b
{
  "formula": "C4H10O3",
  "method": "ωB97M-V/def2-TZVPD",
  "orbital_gap_ev": 9.153,
  "smiles": "C=C/C=C/O.O.O",
  "homo_energy_ev": -8.524,
  "lumo_ev": 0.63,
  "symbols": ["C", "C", "C", "C", "O", "H", "H", "H", "H", "H", "H", "H", "H", "O", "H", "H", "O"],
  "coordinates": [[1.659, -0.027, -2.196], [1.444, -0.921, -1.210], [1.298, -0.597, 0.220], [1.361, 0.668, 0.662], [1.074, 0.853, 2.025], [1.693, -0.408, -3.213], [1.961, 0.987, -1.977], [1.464, -1.987, -1.429], [0.921, -1.380, 0.870], [1.324, 1.543, 0.026], [1.600, 1.622, 2.226], [-2.076, -0.217, 1.537], [-0.677, -0.355, 2.126], [-1.483, -0.839, 1.955], [-3.226, -0.011, -0.819], [-4.606, 0.343, -0.335], [-3.729, 0.724, -0.465]]
}

***

Preferred: run b; penalty for the next structure: 2.512 eV.

***

Run a
{
  "formula": "C4H10O3",
  "method": "ωB97M-V/def2-TZVPD",
  "orbital_gap_ev": 10.692,
  "smiles": "CCCC(=O)O.O",
  "homo_energy_ev": -10.071,
  "lumo_ev": 0.62,
  "symbols": ["O", "C", "O", "C", "C", "C", "H", "H", "H", "H", "H", "H", "H", "H", "H", "H", "O"],
  "coordinates": [[1.930, 0.439, -0.172], [0.890, 0.314, -0.759], [0.326, 1.360, -1.427], [0.088, -0.972, -0.796], [-0.481, -1.204, 0.614], [-1.394, -2.458, 0.573], [0.614, 2.117, -0.889], [0.476, -1.847, -1.304], [-0.740, -0.637, -1.443], [0.381, -1.528, 1.210], [-0.823, -0.264, 1.032], [-2.055, -2.390, -0.295], [-2.061, -2.520, 1.430], [-0.744, -3.314, 0.443], [0.877, 4.385, 1.296], [1.775, 4.436, 0.083], [0.941, 4.082, 0.403]]
}

***

Run b
{
  "formula": "C4H10O3",
  "method": "ωB97M-V/def2-TZVPD",
  "orbital_gap_ev": 10.507,
  "smiles": "O=CCCCO.O",
  "homo_energy_ev": -9.807,
  "lumo_ev": 0.70,
  "symbols": ["C", "O", "C", "C", "C", "O", "H", "H", "H", "H", "H", "H", "H", "H", "H", "H", "O"],
  "coordinates": [[-0.988, -0.635, -1.532], [-1.938, -0.054, -2.452], [-0.560, 0.488, -0.591], [0.703, 0.058, 0.216], [1.735, 1.147, 0.006], [1.971, 2.021, 0.798], [-1.482, -1.472, -1.030], [-0.114, -1.029, -2.064], [-2.183, -0.777, -3.022], [-0.289, 1.331, -1.229], [-1.420, 0.787, 0.001], [0.949, -0.965, -0.059], [0.542, 0.014, 1.296], [2.143, 1.192, -1.011], [-0.601, -2.854, 3.745], [-0.632, -1.342, 3.458], [-0.376, -2.182, 3.077]]
}

***

Preferred: run a; penalty for the next structure: 1.064 eV.